1.
The following is a DFT calculation (wB97M-V/def2-TZVPD) of a structure of composition C4H9NO2 in a non-equilibrium geometry.

The geometry in XYZ format:
```
16
Properties=species:S:1:pos:R:3
C -0.43 2.04 0.56
O -1.32 1.00 0.63
C -1.05 0.03 -0.30
C 0.11 -0.90 -0.06
N 0.21 -2.00 -0.70
O -0.87 -2.20 -1.57
C 1.24 -0.60 0.88
H -0.87 2.86 1.16
H 0.59 1.80 0.88
H -0.25 2.03 -0.80
H -0.56 0.91 -1.29
H -1.98 -0.54 -0.45
H -0.67 -3.07 -1.94
H 0.89 -0.28 1.87
H 1.89 0.19 0.48
H 1.84 -1.50 1.00
```

Summary:
maximum force = 3.52 eV/A
HOMO-LUMO gap = 10.3 eV
net charge = 0


2.
The following is a DFT calculation (wB97M-V/def2-TZVPD) of an isolated molecule of C4H9NO2 in a non-equilibrium geometry.

The geometry in XYZ format:
```
16
Properties=species:S:1:pos:R:3
N 1.74 0.47 0.87
C 1.10 -0.70 0.94
O 1.17 -1.17 2.08
C 0.29 -1.20 -0.20
C -1.10 -0.57 -0.29
C -1.18 0.77 -1.01
O -0.76 1.82 -0.16
H 2.69 0.79 0.70
H 1.17 0.83 1.84
H 0.87 -1.05 -1.12
H 0.21 -2.27 0.01
H -1.72 -1.27 -0.86
H -1.55 -0.48 0.70
H -0.66 0.71 -1.98
H -2.23 1.04 -1.19
H 0.13 2.12 -0.38
```

Summary:
maximum force = 6.59 eV/A
SMILES = NC(=O)CCCO
HOMO-LUMO gap = 9.9 eV
net charge = 0


3.
The following is a DFT calculation (wB97M-V/def2-TZVPD) of a cluster of 3 separate species, C4H9NO2 in total in a non-equilibrium geometry.

The geometry in XYZ format:
```
16
Properties=species:S:1:pos:R:3
C 1.35 -0.39 1.89
C 0.54 -0.92 -0.10
O -0.38 -1.72 -0.17
C 0.56 0.31 0.73
C -0.91 1.08 -1.59
O -0.80 2.29 -1.64
N -2.08 0.43 -1.53
H 0.66 -0.64 2.69
H 2.15 0.26 2.20
H 1.83 -1.35 1.61
H 1.54 -1.15 -0.52
H -0.22 -0.29 -1.78
H -0.44 0.65 1.03
H 1.11 1.15 0.28
H -2.93 0.81 -1.88
H -1.96 -0.52 -1.21
```

Summary:
maximum force = 4.48 eV/A
HOMO-LUMO gap = 10.4 eV
net charge = 0


4.
The following is a DFT calculation (wB97M-V/def2-TZVPD) of an isolated molecule of C4H9NO2.

The geometry in XYZ format:
```
16
Properties=species:S:1:pos:R:3
C -1.16 1.54 -0.21
C -0.26 0.41 0.28
C -0.87 -0.98 0.04
O 0.07 -2.02 0.15
N 1.04 0.44 -0.39
C 2.00 -0.42 0.05
O 2.10 -0.81 1.20
H -0.73 2.52 0.02
H -2.15 1.48 0.27
H -1.32 1.48 -1.30
H -0.07 0.54 1.35
H -1.71 -1.14 0.73
H -1.27 -1.03 -0.98
H 0.64 -1.84 0.92
H 1.00 0.57 -1.39
H 2.70 -0.75 -0.74
```

Summary:
maximum force = 0.64 eV/A
SMILES = C[C@@H](CO)NC=O
HOMO-LUMO gap = 10.7 eV
net charge = 0